[1]
{
  "formula": "C6H5FO3P",
  "method": "ωB97M-V/def2-TZVPD",
  "elements": ["C", "C", "C", "C", "C", "C", "O", "O", "O", "F", "P", "H", "H", "H", "H", "H"],
  "xyz": [[-1.54785, 0.07954, 1.04931], [-0.30550, 0.50669, 1.44402], [-1.74251, -0.51405, -0.20735], [0.80090, 0.38949, 0.59125], [-0.65566, -0.77300, -0.99722], [0.62525, -0.39836, -0.56311], [3.29612, -1.27198, -0.77499], [1.60751, -2.17202, -2.47306], [0.79295, 2.70520, 0.26854], [-0.55623, 3.07736, 0.39584], [1.93926, -1.32064, -1.32562], [-2.39404, 0.17598, 1.72233], [-0.17577, 0.98386, 2.40433], [-2.73422, -0.81214, -0.51511], [1.79502, 0.63851, 0.91882], [-0.74522, -1.29442, -1.93798]],
  "atomic_forces_ev_per_a": [[0.1, -0.1, 0.1], [0.0, 0.1, 0.1], [-0.1, 0.0, 0.0], [-0.1, -0.4, -0.1], [-0.2, -0.1, -0.1], [0.8, -0.4, -0.3], [-0.2, 0.4, 0.5], [-0.6, 0.1, 0.0], [1.8, -0.6, -0.2], [-1.7, 0.4, 0.2], [0.3, 0.4, -0.1], [0.1, 0.1, 0.0], [0.0, 0.1, 0.0], [-0.1, 0.0, -0.1], [0.0, 0.0, 0.1], [-0.1, -0.1, 0.0]],
  "total_charge": -1,
  "e_homo_ev": [-3.57, -3.57],
  "energy_ev": -24450.2631
}

[2]
{
  "formula": "C6H5N",
  "method": "ωB97M-V/def2-TZVPD",
  "elements": ["C", "C", "C", "N", "C", "C", "C", "H", "H", "H", "H", "H"],
  "xyz": [[-0.32857, 2.63858, 0.50648], [-0.32030, 1.49139, 0.10393], [-0.13365, 0.54851, -0.94106], [-0.97253, -0.60056, -1.27403], [0.39344, -0.87549, -0.81495], [0.60805, -1.47512, 0.50371], [0.80368, -1.99218, 1.57728], [-0.46788, 3.23448, 1.36314], [0.04987, 1.60644, -1.43660], [-1.64966, -0.82919, -0.54082], [1.03507, -1.30977, -1.58392], [0.98248, -2.43708, 2.53685]],
  "atomic_forces_ev_per_a": [[-0.4, -0.9, 1.2], [-0.3, 0.3, 1.4], [0.1, 0.9, 0.0], [-0.1, 0.4, 0.0], [0.2, 0.4, 0.0], [0.1, 0.1, 0.3], [-0.1, 0.3, -0.6], [0.0, 0.9, 0.2], [0.4, -3.2, -2.2], [0.2, 0.3, -0.2], [-0.1, 0.4, 0.1], [-0.1, 0.1, -0.3]],
  "total_charge": 0,
  "e_homo_ev": -9.22,
  "energy_ev": -7786.1805
}

[3]
{
  "formula": "C6H5N2",
  "method": "ωB97M-V/def2-TZVPD",
  "elements": ["N", "C", "C", "C", "C", "C", "N", "C", "H", "H", "H", "H", "H"],
  "xyz": [[-3.08021, -1.01578, -1.21395], [-2.65628, -0.24953, -0.48773], [-1.86259, 0.64146, 0.41513], [-0.48371, 0.28245, -0.17203], [0.59083, -0.09425, 0.60051], [1.74005, -0.30175, -0.12679], [2.41056, -0.65539, -1.30268], [3.06658, -0.49933, -0.19461], [-2.08561, 1.75366, 0.15123], [-1.87866, 0.39960, 1.50689], [-0.38923, 0.01516, -1.20885], [0.64231, 0.11695, 1.65977], [3.98595, -0.39324, 0.37312]],
  "atomic_forces_ev_per_a": [[-0.5, -0.7, -0.8], [0.3, 1.2, 1.9], [0.9, 0.8, -1.8], [0.0, -1.2, 2.0], [-1.6, 1.8, -0.9], [0.9, -1.2, -0.4], [-0.7, 0.3, 0.5], [0.8, 0.7, 1.0], [0.2, -1.9, 0.8], [-0.4, 0.3, -1.1], [-0.3, 0.6, -0.6], [0.1, -0.3, 0.1], [0.3, -0.5, -0.7]],
  "total_charge": 1,
  "e_homo_ev": -15.82,
  "energy_ev": -9271.2174
}

[4]
{
  "formula": "C6H5N3",
  "method": "ωB97M-V/def2-TZVPD",
  "elements": ["C", "C", "C", "C", "C", "C", "N", "N", "N", "H", "H", "H", "H", "H"],
  "xyz": [[2.03244, -1.31534, -0.16462], [1.46726, 1.71756, 0.11056], [-0.56445, -1.42501, -0.16075], [0.65496, -1.17714, -0.08369], [-1.42169, -0.28056, 0.21846], [-0.75429, 1.03281, -0.07946], [3.14761, -1.50569, -0.13700], [2.36889, 2.41184, -0.07407], [0.49462, 0.99529, 0.58802], [-1.08940, -2.36391, -0.44240], [-2.37400, -0.31088, -0.31497], [-1.75135, -0.62697, 1.30780], [-0.81272, 1.16281, -1.20345], [-1.39787, 1.68519, 0.43556]],
  "atomic_forces_ev_per_a": [[-3.1, -0.4, 0.2], [0.6, 0.4, 0.5], [-2.9, -1.3, -0.8], [4.3, 2.8, 0.5], [-2.9, -1.3, 1.5], [-0.7, -1.4, -0.3], [2.8, -0.2, -0.1], [0.7, 0.4, -0.6], [-0.1, -2.9, -0.9], [0.8, 0.6, 0.2], [0.0, -0.2, -0.1], [0.8, 1.6, -1.7], [0.5, 0.2, 1.2], [-0.8, 1.7, 0.3]],
  "total_charge": 0,
  "e_homo_ev": [-9.32, -9.54],
  "energy_ev": -10767.9204
}

[5]
{
  "formula": "C6H5N3",
  "method": "ωB97M-V/def2-TZVPD",
  "elements": ["C", "C", "C", "C", "C", "C", "N", "N", "N", "H", "H", "H", "H", "H"],
  "xyz": [[0.62148, 0.91581, 0.62283], [-0.39919, -1.76730, -0.94478], [0.05847, -0.37235, 2.38319], [0.28219, 0.92618, -0.56608], [-0.29466, -1.23573, 0.28008], [0.09762, 1.30083, -1.91523], [0.91790, 0.59689, 1.83154], [-0.49585, -1.91082, -2.09192], [-0.31208, -1.47199, 1.46129], [0.53529, -0.89793, 3.21574], [-0.88244, -0.00541, 2.68034], [0.05386, 0.31190, -2.53751], [0.75991, 1.98568, -2.43566], [-0.94249, 1.62424, -1.98383]],
  "atomic_forces_ev_per_a": [[0.3, -0.8, 3.0], [-0.6, -0.5, -3.1], [1.1, 0.0, 1.5], [0.8, -0.3, 0.6], [0.8, 0.7, 1.1], [-2.0, -2.1, -2.1], [0.2, 0.1, -1.7], [0.1, -0.4, 0.4], [0.1, 0.4, -1.2], [0.0, 0.4, 0.1], [-1.4, 0.5, 0.6], [0.3, 1.3, 0.8], [0.3, 0.0, 0.5], [0.0, 0.5, -0.6]],
  "total_charge": 0,
  "e_homo_ev": [-8.06, -8.06],
  "energy_ev": -10767.3003
}

[6]
{
  "formula": "C6H5N3",
  "method": "ωB97M-V/def2-TZVPD",
  "elements": ["C", "C", "C", "C", "C", "C", "N", "N", "N", "H", "H", "H", "H", "H"],
  "xyz": [[-1.26178, -1.07052, -2.09188], [0.84915, 2.09397, 0.91371], [1.78525, 1.02050, 0.99346], [-0.16454, 1.62924, 0.10331], [-0.91677, -2.36541, 0.08469], [-0.92222, -1.46210, -0.84466], [-1.57684, -0.67144, -3.11270], [1.29339, 0.03991, 0.26089], [0.15439, 0.40010, -0.26284], [1.03577, 3.08149, 1.25435], [2.64897, 0.75853, 1.75940], [-1.11751, 2.11593, -0.08647], [-0.28992, -2.29006, 0.92029], [-1.51732, -3.28016, 0.10845]],
  "atomic_forces_ev_per_a": [[-0.6, 0.1, -0.2], [1.3, -0.4, 0.0], [0.3, -0.2, 1.5], [-1.4, 1.7, 0.7], [-0.6, -0.4, -0.6], [1.7, 2.2, 2.3], [-0.3, 0.4, -1.5], [0.7, -2.1, 0.4], [-0.2, -3.6, -1.0], [-0.4, 0.6, 0.4], [-1.7, 1.0, -2.2], [0.3, -0.2, -0.4], [0.8, 0.7, 1.2], [0.1, 0.3, -0.7]],
  "total_charge": 0,
  "e_homo_ev": [-9.03, -9.03],
  "energy_ev": -10767.4932
}

[7]
{
  "formula": "C6H5N3O",
  "method": "ωB97M-V/def2-TZVPD",
  "elements": ["C", "C", "C", "C", "C", "C", "N", "N", "N", "O", "H", "H", "H", "H", "H"],
  "xyz": [[2.41091, 1.24708, -0.56215], [1.20219, 1.33350, -1.19685], [1.08356, 0.01195, 0.49991], [-1.89396, -0.52580, -0.23072], [-1.77053, -1.27135, 0.82584], [-1.10021, -1.87468, 1.88993], [2.30245, 0.40306, 0.50537], [0.34315, 0.50324, -0.49928], [-0.94767, 0.25910, -0.92429], [-1.20102, -1.61412, 3.07628], [3.33337, 1.74235, -0.78706], [0.88733, 1.88913, -2.05718], [-2.85057, -0.47183, -0.74388], [-0.44758, -2.71562, 1.55795], [-1.35142, 1.08399, -1.35387]],
  "atomic_forces_ev_per_a": [[-0.4, 0.3, -0.4], [0.3, 0.3, -0.3], [-1.2, -0.8, 0.4], [-0.3, -0.3, 0.1], [1.5, 2.4, -1.3], [1.2, -1.9, 1.5], [-0.7, -0.9, 0.8], [0.2, 0.4, -0.1], [-0.2, 0.0, -0.4], [-0.3, 0.2, -0.3], [0.1, 0.2, -0.1], [-0.1, 0.1, -0.2], [0.0, 0.0, -0.1], [-0.2, 0.2, 0.2], [0.1, -0.1, 0.3]],
  "total_charge": 0,
  "e_homo_ev": [-8.47, -8.48],
  "energy_ev": -12812.2500
}

[8]
{
  "formula": "C6H5N5",
  "method": "ωB97M-V/def2-TZVPD",
  "elements": ["C", "C", "C", "C", "C", "C", "H", "H", "H", "H", "H", "N", "N", "N", "N", "N"],
  "xyz": [[2.66459, -0.21536, -0.09677], [2.15814, 1.02418, -0.19428], [0.78072, 1.16881, -0.04668], [-0.04708, 0.08218, 0.10726], [1.84402, -1.23757, 0.34041], [-1.50313, 0.03242, 0.20238], [3.72353, -0.50199, -0.27408], [2.61787, 2.03501, -0.44707], [0.35917, 2.18215, -0.12659], [2.18102, -2.25153, 0.40119], [-4.05914, -1.13888, -0.55310], [0.52567, -1.05939, 0.56381], [-2.36374, 0.97511, 0.57578], [-3.53000, 0.48671, 0.28777], [-3.29909, -0.61616, -0.32219], [-2.05253, -0.96568, -0.41785]],
  "atomic_forces_ev_per_a": [[2.6, -1.9, 0.0], [-1.2, 3.4, -0.4], [-0.8, 1.5, -0.9], [1.8, -0.7, 3.4], [-2.0, 0.6, -0.1], [2.1, 1.1, -1.3], [-0.8, 0.6, 0.0], [0.3, -1.9, 0.4], [0.1, -0.6, -0.2], [0.4, -0.3, 0.6], [-2.2, -2.1, -1.1], [0.5, -0.8, -1.8], [-0.1, 0.6, 1.0], [-0.4, 1.5, 0.3], [0.5, 0.4, 0.5], [-0.7, -1.4, -0.3]],
  "total_charge": 0,
  "e_homo_ev": -9.59,
  "energy_ev": -13751.3472
}

[9]
{
  "formula": "C6H5NO",
  "method": "ωB97M-V/def2-TZVPD",
  "elements": ["C", "C", "C", "N", "C", "C", "C", "O", "H", "H", "H", "H", "H"],
  "xyz": [[-3.07595, -0.77140, -0.01115], [-2.03786, -0.07165, 0.02124], [-0.74018, 0.25830, 0.02754], [-0.31999, 1.50299, -0.02320], [1.10452, 1.32322, 0.03176], [1.37336, -0.01012, -0.10851], [2.44572, -1.08201, 0.08892], [0.24353, -0.68242, -0.13472], [-4.16119, -1.07532, 0.34677], [1.74796, 2.25270, 0.26931], [2.64831, -1.57750, -0.81221], [2.17849, -1.93124, 0.81725], [3.46038, -0.60827, 0.32031]],
  "atomic_forces_ev_per_a": [[-0.1, 2.1, 1.6], [-6.6, -4.6, -0.2], [3.1, 2.6, -1.7], [2.1, -1.8, 1.2], [0.0, 1.7, 0.0], [2.1, -0.6, 1.5], [1.8, 1.4, 1.4], [-3.2, 0.1, 0.4], [3.0, 0.6, -1.3], [-1.0, -2.1, -0.8], [0.0, -0.7, -1.6], [0.2, 1.8, -0.7], [-1.4, -0.7, 0.2]],
  "total_charge": 0,
  "e_homo_ev": -8.74,
  "energy_ev": -9836.7340
}